Record 1
DFT (ωB97M-V/def2-TZVPD) results for a structure of composition C4H9N2 at a distorted geometry.

Last column: Löwdin charge in e.
Cartesian coordinates (Å):
H  -3.0305  0.3445  -0.7137  0.1037
H  -1.9067  -0.8136  -1.3027  0.1046
N  -0.5747  0.7292  -0.1785  0.0998
H  -0.6153  1.7594  -0.0401  0.2130
H  1.6404  -1.4427  0.6476  0.1600
H  -1.6097  -0.3320  1.7060  0.1866
H  1.0298  -1.5214  -1.1669  0.1527
C  -0.9504  -0.2210  0.8539  -0.1264
C  1.0265  0.4758  -0.4280  0.0067
H  -2.7783  0.8658  -1.3151  0.1135
C  0.9577  -1.0157  -0.1508  -0.1671
H  1.3218  0.7823  -1.4758  0.1531
C  -1.3191  -0.4961  -0.5166  -0.1461
H  1.5679  0.9300  0.3945  0.1238
N  -0.3735  -1.3081  0.2715  0.0222

Atoms 1-2, force components in eV/Å:
-0.2 2.6 -2.1
-0.9 -0.6 -0.9

Calculated values
- relative energy (zero: lowest compared OMol25 entry of this formula, charge and spin) (kJ/mol) = 701.0
- total charge = +1
- E (eV) = -7260.8764
- highest occupied orbital energy (eV) = -15.6
- HOMO-LUMO gap (eV) = 12.2



Record 2
DFT (ωB97M-V/def2-TZVPD) results for the ion C4H9N2O with charge +1 at a distorted geometry.

Last column: Löwdin charge in e.
Cartesian coordinates (Å):
H  0.2863  -1.5218  -0.1189  0.1278
H  1.9712  0.7361  0.5920  0.0474
N  -1.6387  0.8299  0.0013  0.1817
H  2.5930  -0.8510  0.7993  0.1304
H  -1.8737  0.2658  0.8375  0.1934
C  0.4588  -0.6159  0.3422  -0.3328
C  -1.3249  0.1955  -1.2749  0.0087
N  0.1118  -0.6062  1.7434  0.0144
H  -1.5648  -0.8632  -1.4537  0.1562
O  0.3790  -1.6979  2.2231  0.0714
C  -0.2761  0.6194  -0.3686  -0.1720
H  -2.0389  1.6981  0.0540  0.1548
H  -1.4927  0.7558  -2.1781  0.1409
H  2.0797  -0.2139  -0.8457  0.1218
C  1.8693  -0.2011  0.2385  -0.0421
H  0.4606  1.4705  -0.5913  0.1980

Atoms 1-2, force components in eV/Å:
-0.7 -2.0 -0.9
0.6 3.3 1.2

Calculated values
- SMILES = C[C@@H](N=O)[C@H]1C[NH2+]1
- relative energy (zero: lowest compared OMol25 entry of this formula, charge and spin) (kJ/mol) = 544.0
- total charge = +1
- E (eV) = -9310.3772
- highest occupied orbital energy (eV) = -13.7
- HOMO-LUMO gap (eV) = 9.1



Record 3
DFT (ωB97M-V/def2-TZVPD) results for a cluster of 2 separate species, C4H9N2O in total at a distorted geometry.

Last column: Löwdin charge in e.
Cartesian coordinates (Å):
H  2.4876  -1.0027  0.3396  0.1264
H  -2.4858  0.2833  -1.9184  0.1218
C  2.3734  -0.0266  0.9568  0.1059
H  0.0622  2.0808  0.6043  0.1258
C  -1.9065  -0.6951  -1.7687  0.0383
H  -1.2935  -0.8423  -2.6927  0.1114
H  -2.5058  -1.6259  -1.5879  0.1114
H  0.9332  2.0058  2.0527  0.1025
C  0.3601  1.3162  1.4076  -0.0785
N  1.1495  0.2409  0.8706  -0.0827
H  -0.5993  0.9460  1.8310  0.0956
H  -1.6870  -0.1009  0.2559  0.1487
O  0.8714  -1.5240  -0.9037  0.2128
H  3.2822  0.3178  1.4401  0.1214
C  0.0838  -0.8162  -0.4500  -0.3518
N  -1.1255  -0.5572  -0.4371  0.0911

Atoms 1-2, force components in eV/Å:
0.7 1.5 0.9
0.6 -1.7 0.4

Calculated values
- relative energy (zero: lowest compared OMol25 entry of this formula, charge and spin) (kJ/mol) = 336.4
- total charge = +1
- E (eV) = -9312.5295
- highest occupied orbital energy (eV) = -15.2
- HOMO-LUMO gap (eV) = 11.6



Record 4
DFT (ωB97M-V/def2-TZVPD) results for a cluster of 2 separate species, C4H9N2O in total at a distorted geometry.

Last column: Löwdin charge in e.
Cartesian coordinates (Å):
H  -1.0558  1.1999  2.9457  0.0919
H  0.5391  1.3556  1.9986  0.0880
C  -0.5109  -0.5769  2.0006  -0.1677
H  -1.0094  -2.4600  0.9286  0.0453
H  0.5084  0.4240  3.6228  0.1529
N  -0.2488  0.1071  -1.0507  0.0013
C  -0.7049  -1.4985  1.2163  0.0678
H  -2.3908  0.1825  -1.1285  0.2024
H  -0.0285  -0.4370  -0.1544  0.1028
N  1.6679  -0.2831  -2.3181  0.2181
H  2.1307  -0.6951  -1.6155  0.0864
C  -0.1246  0.6947  2.6010  -0.1000
O  -1.5110  0.7503  -1.0339  -0.0226
C  0.5222  0.2922  -2.0662  -0.1224
H  2.1803  -0.1182  -3.1712  0.1501
H  0.0361  1.0628  -2.7753  0.2057

Atoms 1-2, force components in eV/Å:
0.9 0.0 -0.3
-0.7 -0.6 0.2

Calculated values
- relative energy (zero: lowest compared OMol25 entry of this formula, charge and spin) (kJ/mol) = 524.6
- total charge = +1
- E (eV) = -9310.5784
- highest occupied orbital energy (eV) = -13.9
- HOMO-LUMO gap (eV) = 10.4



Record 5
DFT (ωB97M-V/def2-TZVPD) results for a structure of composition C4H9N2O at a distorted geometry.

Last column: Löwdin charge in e.
Cartesian coordinates (Å):
H  -0.2901  0.0417  2.0038  0.0953
H  0.6664  -2.3608  -0.6351  0.0725
C  0.9380  -1.6905  0.0886  -0.0099
H  0.7539  -2.3794  1.0594  0.1688
C  0.3303  0.4623  -0.7099  -0.0870
H  -1.5226  -0.9528  1.2553  0.1986
C  -1.2954  1.3338  0.5143  -0.0407
O  1.2947  0.3702  -2.3297  0.0288
H  -0.3799  2.3308  -1.2228  0.1632
H  -1.2253  2.1590  1.1838  0.1275
H  -2.3240  1.2275  0.4271  0.1043
H  2.0118  -1.4337  0.0864  0.1209
H  2.0599  -0.1174  -2.2228  -0.0055
C  -0.7958  0.0055  1.1143  -0.0250
N  -0.5215  1.4512  -0.7913  0.1714
N  0.2995  -0.4474  0.1786  -0.0831

Atoms 1-2, force components in eV/Å:
0.8 0.7 2.6
-0.9 -0.9 -2.5

Calculated values
- relative energy (zero: lowest compared OMol25 entry of this formula, charge and spin) (kJ/mol) = 466.8
- total charge = +1
- E (eV) = -9311.1777
- highest occupied orbital energy (eV) = -15.0
- HOMO-LUMO gap (eV) = 10.2



Record 6
DFT (ωB97M-V/def2-TZVPD) results for the ion C4H9N2O2 with charge -1 at a distorted geometry.

Last column: Löwdin charge in e.
Cartesian coordinates (Å):
O  -0.3236  2.5245  -2.4084  -0.0274
N  -0.4125  0.5888  -1.1923  0.0572
H  2.1292  1.2790  -1.0238  0.0711
H  0.8546  0.3294  0.5426  0.1175
H  -1.5514  0.0295  1.4641  0.0856
C  0.0489  -0.2210  -0.0456  -0.2203
H  -1.9197  -1.3289  0.5520  0.1050
C  0.2507  1.7133  -1.6619  -0.6312
H  0.6290  -1.0296  -0.5256  0.1045
H  0.3600  -1.0522  2.4384  0.0712
H  -1.3568  0.5190  -1.3960  0.0995
N  1.5821  1.6577  -1.7580  0.1465
O  -1.1048  -2.4424  2.8247  -0.3687
H  0.1925  -2.5634  1.3700  0.0794
C  -0.3472  -1.7810  1.9577  -0.5983
H  1.9899  2.5446  -2.0838  0.1163
C  -1.0208  -0.7671  0.9459  -0.2079

Atoms 1-2, force components in eV/Å:
-0.2 0.1 1.1
2.4 1.2 1.7

Calculated values
- SMILES = NC(=O)NCCC[O-]
- relative energy (zero: lowest compared OMol25 entry of this formula, charge and spin) (kJ/mol) = 223.3
- total charge = -1
- E (eV) = -11368.8507
- highest occupied orbital energy (eV) = -2.4
- HOMO-LUMO gap (eV) = 5.8